(1)
DFT (ωB97M-V/def2-TZVPD) results for 2 unconnected molecules or ions with the total composition C5H14.

CARTESIAN COORDINATES (ANGSTROEM)
C: -1.9331 -2.4615 -0.3786
C: 0.7471 1.1918 0.9703
C: 0.5501 2.2064 -0.1564
C: 2.2428 1.0720 1.3784
C: -1.5364 -1.8595 -1.7271
H: 0.5920 1.7201 -1.1306
H: 2.7159 0.2537 0.8512
H: -0.4802 -1.9313 -1.9937
H: -2.9992 -2.3119 -0.2273
H: -1.7813 -0.7985 -1.7469
H: -1.7420 -3.5409 -0.3591
H: 2.7585 2.0171 1.2429
H: 2.3086 0.8574 2.4501
H: 0.0830 1.4113 1.8063
H: 1.3339 2.9631 -0.0961
H: -1.3228 -2.0266 0.4055
H: 0.4730 0.2154 0.5792
H: -2.0754 -2.3146 -2.5582
H: -0.4325 2.6678 -0.0954

The LUMO energy is 1.07 eV. Its spin multiplicity is 1.


(2)
DFT (ωB97M-V/def2-TZVPD) results for 10 unconnected molecules or ions with the total composition C24H40Cl18FN2O4S.

CARTESIAN COORDINATES (ANGSTROEM)
Cl: -5.0337 5.3511 4.5149
Cl: 4.6626 4.5917 -4.2887
Cl: -4.0914 8.2770 6.0107
Cl: -1.5458 -4.7595 -3.0885
Cl: 0.6769 -7.1373 -4.9052
Cl: -5.8111 2.0304 5.2990
Cl: 1.4562 3.5727 -4.3839
Cl: -0.0840 -7.9737 2.2354
Cl: -2.7700 2.1767 -0.7398
Cl: 1.9462 -5.7813 -2.0502
Cl: 5.3874 2.4557 -1.6704
Cl: 0.8906 6.2961 -2.4221
Cl: -2.8535 5.3235 0.6299
Cl: -5.0048 0.2763 8.1122
Cl: -3.6233 -2.1980 -2.2744
Cl: 3.1208 -3.0337 -4.1968
Cl: 1.0232 -0.4794 -3.4082
Cl: -0.3939 -5.4613 -0.0534
S: 0.0786 -1.3974 1.0304
F: -0.6760 -0.0194 0.8721
O: -0.8495 -2.2229 1.7307
O: 1.1982 -0.9040 4.3010
O: 0.3998 -1.9421 -0.2409
O: 0.8446 0.8847 3.0458
N: 1.3885 -1.1963 2.0010
N: 4.9223 -0.9279 1.1689
C: 1.1004 -0.3125 3.2156
C: -0.2565 -5.2849 1.7159
C: 0.7410 6.1993 -4.1950
C: 3.7069 0.6173 -0.2531
C: -3.1241 3.7643 1.4667
C: 5.6680 4.9338 -2.8606
C: 0.6358 -6.3369 2.3198
C: -4.2346 2.0017 6.1333
C: -3.1702 -4.8909 -2.3763
C: 4.8348 -0.0250 0.2144
C: -3.9315 0.6540 6.7367
C: 3.7664 -1.2765 1.7172
C: 1.6504 -7.9642 -3.6609
C: 2.5851 -0.7229 1.2951
C: 6.4335 3.7231 -2.3836
C: 0.2490 4.8494 -4.6549
C: -2.2814 2.6504 0.9078
C: 1.4597 -3.1622 -3.5503
C: 1.3667 -7.4466 -2.2728
C: -4.0939 -3.8075 -2.8735
C: -3.3238 7.4871 4.6060
C: 0.5646 -2.0658 -4.0693
C: -4.3266 6.7855 3.7267
C: 2.4888 0.2493 0.3166
H: 6.3681 5.7159 -3.1519
H: -1.2580 -5.3174 2.1374
H: 0.7995 -6.1183 3.3736
H: 1.8820 -8.0645 -1.5380
H: -2.5702 6.7977 4.9792
H: -5.1389 7.4499 3.4410
H: 0.1573 -4.2964 1.9037
H: -0.4618 -2.2515 -3.7601
H: 0.0328 6.9708 -4.4957
H: 0.5882 -2.0056 -5.1559
H: -3.4784 2.2481 5.3893
H: 7.1299 4.0212 -1.6006
H: -3.0632 -4.8619 -1.2935
H: -2.3857 1.7656 1.5334
H: 2.6991 -7.8447 -3.9229
H: 1.7110 6.4361 -4.6270
H: 1.5173 -3.1471 -2.4649
H: -4.1136 -3.7695 -3.9606
H: -4.2403 2.7855 6.8872
H: 7.0010 3.2696 -3.1934
H: -1.2289 2.9213 0.8766
H: 1.6024 -6.3716 1.8224
H: 1.5490 0.6921 0.0169
H: 3.7527 1.3792 -1.0545
H: -4.1854 3.5355 1.4035
H: -3.8380 6.4292 2.8231
H: -5.1063 -3.9968 -2.5180
H: 3.7516 -2.0136 2.5142
H: -2.8698 3.9216 2.5143
H: 0.0486 4.8761 -5.7256
H: -2.8220 8.2694 4.0387
H: 1.4007 -9.0232 -3.7164
H: 5.0199 5.3271 -2.0803
H: 5.7760 0.2491 -0.2619
H: 0.3025 -7.4645 -2.0456
H: -2.9119 0.6431 7.1178
H: -4.0310 -0.1425 6.0037
H: -0.6672 4.5612 -4.1437
H: 1.0759 -4.1290 -3.8610
H: -3.5626 -5.8684 -2.6555

The charge is -1. The LUMO energy is 2.02 eV. Its spin multiplicity is 1.


(3)
DFT (ωB97M-V/def2-TZVPD) results for a molecular structure, C26H14AsF5N9ReS.

CARTESIAN COORDINATES (ANGSTROEM)
Re: 0.9108 1.1786 -0.5590
As: -1.1621 -0.1935 -0.6092
S: 2.2254 -0.5070 -1.2690
F: 4.4191 -2.3754 -0.4518
F: 3.1540 2.1677 -0.3779
F: 5.4557 2.7766 0.9213
F: 6.7089 -1.7550 0.8398
F: 7.2292 0.8056 1.5323
N: -0.3344 4.9980 -1.0293
N: -0.2947 3.8054 -1.4194
N: 1.2719 3.6199 1.6949
N: 1.8456 1.9863 3.3126
N: 1.8192 0.6229 3.2999
N: 0.2874 5.1704 0.1791
N: 1.2233 1.2288 1.3491
N: 1.4995 0.1569 2.1746
N: 0.3328 3.0545 -0.4396
C: -2.9934 2.0029 -0.7281
C: -1.0940 -2.9012 -0.5882
C: 4.0470 1.1746 -0.0650
C: 5.2085 1.5219 0.5875
C: -2.7342 0.7198 -1.2010
C: -5.0743 1.9836 -1.9249
C: -4.8049 0.7077 -2.3977
C: -0.7084 -4.4447 -2.3875
C: -1.5429 -3.3508 1.8872
C: -1.7176 -0.5805 2.2825
C: -0.9691 -1.8587 -1.5165
C: 6.1145 0.5110 0.8951
C: 1.4601 2.3356 2.1176
C: 5.8451 -0.8036 0.5385
C: 0.6726 3.9768 0.5162
C: -1.8025 -2.8257 3.1447
C: 3.7409 -0.1275 -0.4334
C: 4.6659 -1.1150 -0.1249
C: -1.4572 -1.1143 1.0344
C: -0.7170 -2.0858 -2.8593
C: -1.8945 -1.4536 3.3463
C: -0.5886 -3.3984 -3.2942
C: -0.9603 -4.2070 -1.0445
C: -1.3659 -2.4926 0.8090
C: -4.1734 2.6321 -1.0911
C: -3.6300 0.0639 -2.0389
H: -0.3958 -3.6048 -4.3375
H: -1.9354 -3.4963 3.9818
H: -2.0977 -1.0653 4.3343
H: -1.7825 0.4898 2.4378
H: -1.4802 -4.4221 1.7565
H: -0.6300 -1.2662 -3.5628
H: -0.6061 -5.4638 -2.7341
H: -5.9914 2.4789 -2.2110
H: 1.4522 4.3519 2.3684
H: -5.5097 0.2106 -3.0499
H: -3.4224 -0.9343 -2.4061
H: -4.3838 3.6302 -0.7335
H: -2.2832 2.5206 -0.0947
H: -1.0520 -5.0401 -0.3614

The charge is +1. The LUMO energy (alpha / beta) is -6.02 / -5.82 eV. Its spin multiplicity is 2.


(4)
DFT (ωB97M-V/def2-TZVPD) results for 9 unconnected molecules or ions with the total composition C28H41F3N2O35S8.

CARTESIAN COORDINATES (ANGSTROEM)
S: -3.7680 -10.9722 -7.1267
S: -0.3286 -2.1561 -8.3308
S: 4.3942 1.2459 3.3216
S: 3.9508 9.6082 8.4365
S: -4.3967 -5.6445 -5.4928
S: 1.4526 5.3616 4.4857
S: 1.5284 -4.3880 -14.1808
S: -1.1000 0.8814 -2.2209
F: 2.9019 0.8804 7.2060
F: 1.6404 0.0737 8.7287
F: 1.9071 2.2251 8.5617
O: 0.1289 -1.9981 -6.8146
O: 3.4526 1.9454 4.1184
O: 4.5745 -0.2341 3.9037
O: 3.8024 8.9158 9.6612
O: -1.2749 -0.8759 -8.4025
O: 0.7829 -1.9373 -9.1896
O: -1.7846 2.6270 8.8481
O: -3.1471 -9.6989 -7.0114
O: 4.9342 10.8449 8.6618
O: 2.6233 10.4475 8.1390
O: -1.1148 -3.3315 -8.4443
O: -0.9644 2.3914 -1.7311
O: 0.1718 4.8579 4.8534
O: -0.6095 0.8050 -3.5546
O: -3.9591 -5.7985 -7.0215
O: -3.1001 -12.1577 -6.7368
O: 2.5341 4.7264 5.4691
O: 1.9157 5.2831 3.1502
O: 0.7312 -5.5577 -14.2645
O: 1.5802 6.8748 4.9752
O: 2.0013 -4.2105 -12.6636
O: -4.3051 -11.1247 -8.6238
O: 0.5818 -3.0978 -14.2513
O: -4.3430 -4.2744 -5.1263
O: 2.6292 -4.1784 -15.0486
O: 4.3262 8.9381 7.2380
O: -3.2692 1.2758 3.5392
O: -3.1469 -6.3895 -4.8384
O: 0.8191 2.5072 2.5246
O: -5.1883 -10.9262 -6.4009
O: -5.5703 -6.4157 -5.2883
O: 5.6773 1.7795 3.0501
O: -2.3795 0.3788 -1.8835
O: 3.6852 0.8356 1.9466
O: -0.0235 0.2397 -1.2299
N: -1.0048 0.4664 8.5826
N: -1.4572 2.6750 3.0063
C: 0.3158 -2.6208 -12.9230
C: 3.2641 5.7636 6.1468
C: 2.2875 6.9135 6.2300
C: -1.3783 1.4830 5.0207
C: -0.0729 2.3549 3.2895
C: 4.3200 12.0459 8.1691
C: 3.8622 -0.5684 1.7119
C: 0.5916 1.2143 6.8874
C: -1.5614 -0.4116 -7.0678
C: -0.7320 0.8938 7.2294
C: -0.0872 1.8372 4.6905
C: -1.2489 1.5049 10.8441
C: 0.6982 1.2790 -0.5459
C: 2.8414 11.8383 8.4235
C: -5.6905 -11.5009 -8.6022
C: -2.3585 -7.0312 -5.8646
C: -2.0484 -0.5663 8.6670
C: -2.5719 -6.1728 -7.0903
C: -0.3028 -0.7250 -6.2915
C: -2.2197 1.7670 3.8009
C: -6.2411 -10.8133 -7.3699
C: 1.7446 1.0817 7.8650
C: 0.9286 1.6892 5.6178
C: 1.5797 -2.9335 -12.1550
C: -1.3916 1.6130 9.3522
C: -0.2748 2.4325 -0.4635
C: 3.8594 -1.1790 3.0975
C: -1.7342 1.0075 6.2635
H: 4.1370 6.0214 5.5448
H: 4.7208 12.9100 8.6902
H: -2.7415 -8.0401 -6.0204
H: -5.7508 -12.5878 -8.5180
H: -2.3745 -6.7076 -8.0147
H: -2.7618 0.7655 6.4725
H: -6.1782 -11.1791 -9.5174
H: 1.0162 0.9364 0.4340
H: -6.4313 -9.7538 -7.5501
H: -2.0291 0.8672 11.2522
H: -2.2121 -0.7911 9.7178
H: -1.3151 -7.0731 -5.5629
H: 4.8200 -0.7168 1.2091
H: 2.2152 12.4512 7.7818
H: 2.7786 7.8666 6.3674
H: -3.0066 -0.2601 8.2545
H: 3.0596 -0.9462 1.0843
H: -1.6884 -1.4849 8.2199
H: -2.4190 -0.9682 -6.6860
H: 2.3647 -2.2038 -12.3641
H: -1.9708 -5.2627 -7.0607
H: 1.4110 -2.9878 -11.0857
H: -1.3943 2.4977 11.2502
H: -1.7937 0.6485 -7.0816
H: -7.1437 -11.2855 -6.9933
H: -0.2574 1.1618 11.1218
H: 1.5611 6.7602 7.0324
H: 4.3545 -2.1453 3.1312
H: -1.6866 3.6441 3.1942
H: 0.2217 3.3878 -0.3292
H: 4.5357 12.1299 7.1022
H: 2.5835 12.0205 9.4680
H: 1.5744 1.5390 -1.1436
H: 1.9495 1.9510 5.3630
H: -0.4797 -0.7951 -5.2250
H: -0.5404 -3.1691 -12.5244
H: 2.8456 -1.2739 3.4924
H: 3.5885 5.4168 7.1234
H: 0.4818 0.0085 -6.4834
H: 0.0884 -1.5592 -12.9448
H: -1.0036 2.2864 0.3345

The LUMO energy is -0.25 eV. Its spin multiplicity is 1.


(5)
DFT (ωB97M-V/def2-TZVPD) results for a molecular structure, C38H30BrI2KN5O2P2Se.

CARTESIAN COORDINATES (ANGSTROEM)
I: 2.6255 2.2690 5.4158
I: -0.6464 1.2159 4.4385
Br: -0.6135 4.6744 -2.1617
Se: 0.7281 4.9198 2.0277
K: 0.7470 2.0085 0.8289
P: 0.6565 -0.7761 -1.5959
P: -1.6311 0.9848 -0.8656
O: 2.1126 0.7311 -0.2047
O: 4.2270 0.8870 -0.8914
N: 1.4722 3.0064 -1.5423
N: 2.5341 -0.5227 2.9369
N: -2.1241 4.2914 2.2090
N: 3.1189 -3.8536 6.2925
N: -1.0784 -0.4698 -1.5876
C: 3.0665 1.2801 -0.8104
C: -3.6766 0.4778 -2.8228
C: 2.1275 4.8984 -2.8579
C: 4.4525 -1.7449 2.2120
C: 0.6084 2.8482 5.0011
C: -3.5778 2.6617 -1.8322
C: -3.0561 1.3788 -1.9624
C: -4.0632 -1.3465 1.5339
C: 3.7559 3.3087 -2.1482
C: 1.6198 -2.8663 -0.0443
C: -0.5209 -3.1860 -2.6170
C: -4.4032 -0.4424 2.5281
C: -0.6062 -4.2220 -3.5276
C: 2.4491 -1.3130 3.9878
C: -0.0269 -1.5211 1.0485
C: 0.8735 -3.4442 2.1614
C: 3.2224 -3.1707 5.3758
C: 3.5037 -0.7407 2.0609
C: -5.2801 2.1581 -3.4430
C: 3.4465 4.4745 -2.8234
C: 1.2024 4.1193 -2.1795
C: 0.7428 -1.7874 -0.0739
C: 2.7349 2.5956 -1.5272
C: 1.3267 -3.3848 -4.6755
C: 4.3878 -2.5609 3.3228
C: -3.9173 0.8532 2.4782
C: -0.9984 4.5411 2.1323
C: -3.0858 1.2388 1.4446
C: -4.7805 0.8715 -3.5599
C: -3.2316 -0.9636 0.4979
C: 1.6777 -3.6937 1.0603
C: -4.6774 3.0495 -2.5718
C: 0.4820 -2.2310 -2.7372
C: 3.3539 -2.3478 4.2395
C: 0.0292 -2.3468 2.1560
C: -2.7310 0.3330 0.4546
C: 0.3138 -4.3205 -4.5597
C: 1.4067 -2.3450 -3.7658
H: -3.1164 3.3562 -1.1460
H: 1.8283 5.7947 -3.3787
H: 5.2252 -1.8664 1.4697
H: -2.9410 -1.6800 -0.2577
H: 2.2566 -3.0558 -0.8977
H: 0.9117 -4.1025 3.0184
H: -5.2584 0.1639 -4.2252
H: -6.1378 2.4601 -4.0279
H: -4.1669 1.5685 3.2458
H: -2.7083 2.2534 1.4146
H: -1.3896 -4.9616 -3.4332
H: -5.0666 4.0497 -2.4669
H: 0.2062 3.2993 5.9019
H: -1.3059 -0.4101 -2.5816
H: -4.4413 -2.3597 1.5769
H: 2.3462 -4.5442 1.0539
H: -0.5968 -2.1341 3.0135
H: 0.2387 -5.1292 -5.2724
H: -5.0414 -0.7463 3.3446
H: 4.2151 5.0497 -3.3207
H: 5.1032 -3.3526 3.4970
H: 1.6378 -1.1158 4.6771
H: -0.6896 -0.6693 1.0632
H: 2.0506 -3.4664 -5.4739
H: -3.3170 -0.5402 -2.9130
H: 0.6222 3.5578 4.1789
H: 4.7585 2.9194 -2.0726
H: -1.2264 -3.1092 -1.8018
H: 2.1946 -1.6067 -3.8390
H: 3.5293 -0.0976 1.1969

The charge is -1. The LUMO energy is 2.15 eV. Its spin multiplicity is 1.


(6)
DFT (ωB97M-V/def2-TZVPD) results for a molecular structure, C47H47N5P2STi.

CARTESIAN COORDINATES (ANGSTROEM)
Ti: -0.1611 -0.0126 0.2044
S: 2.4843 -0.5905 0.9242
P: -0.0461 -0.4277 -4.0700
P: 0.4621 -2.2717 -1.1352
N: 0.0192 1.6851 1.0630
N: 4.8862 0.5937 1.2404
N: 4.7819 -0.7572 -0.4705
N: -0.2928 -0.4820 2.2366
N: -1.9018 1.1524 -0.4048
C: -2.7167 0.8493 -7.6062
C: 1.8022 -4.1472 0.3934
C: 4.0942 -0.2197 0.5422
C: 0.5981 -3.8763 -0.2585
C: 3.8079 -1.8942 -3.5752
C: 0.3368 0.4624 3.0015
C: -0.7005 -1.6168 2.8335
C: 6.2507 0.6177 0.7096
C: -0.4003 -4.8449 -0.2687
C: -1.3611 -1.1559 -2.9345
C: 1.8392 -3.7624 -3.0414
C: -1.4694 2.4443 -0.5371
C: -1.5220 0.1784 -7.8093
C: -1.0046 -2.4856 -2.2549
C: -1.4649 -2.6174 2.0221
C: 0.8060 2.9778 2.8801
C: -3.8706 1.7535 -1.6098
C: 0.5678 4.1247 2.1291
C: 1.7251 2.2765 -1.4860
C: -3.6686 -0.5188 -0.5714
C: -0.4206 2.7867 0.4243
C: 0.8835 3.5257 -3.3420
C: -2.1343 3.3643 -1.3295
C: -3.1247 0.8460 -0.8719
C: 1.0208 -6.3463 0.9628
C: 0.6089 0.2603 4.3416
C: -1.1367 0.1418 -5.4243
C: 2.8051 -4.0284 -3.9965
C: -0.7349 -0.1730 -6.7195
C: -2.3387 0.8255 -5.2303
C: 1.6202 3.4766 -2.1693
C: 6.1972 -0.3934 -0.4478
C: 2.0113 -5.3735 1.0013
C: 3.7929 -3.0917 -4.2710
C: 0.3031 2.3760 -3.8607
C: -3.3445 3.0046 -1.8942
C: 0.4894 1.7498 2.3234
C: 2.8370 -1.6260 -2.6187
C: -0.1101 4.0437 0.9192
C: -0.4668 -1.8579 4.1799
C: 4.5285 1.3653 2.4052
C: 1.0855 1.1387 -1.9642
C: 0.3869 1.1539 -3.1913
C: 0.2092 -0.9214 4.9407
C: -0.1845 -6.0776 0.3340
C: -3.1202 1.1783 -6.3170
C: 1.8340 -2.5503 -2.3485
H: -4.8541 1.4725 -1.9614
H: 0.8213 5.0944 2.5358
H: -0.4319 4.9424 0.4119
H: -1.3493 -4.6580 -0.7562
H: 5.0693 1.0017 3.2814
H: 4.5444 -3.2943 -5.0224
H: -1.5615 -0.4090 -2.1797
H: -3.3380 1.1098 -8.4527
H: 4.5662 -1.1527 -3.7953
H: -1.7229 4.3533 -1.4740
H: -2.4994 -2.6683 2.3672
H: -0.8038 -3.2537 -3.0024
H: 1.1164 1.0244 4.9137
H: 1.1800 3.0550 3.8913
H: 3.4611 1.2641 2.5825
H: -4.0495 1.7142 -6.1674
H: -1.4589 -2.3459 0.9665
H: -1.8561 -2.8175 -1.6534
H: 1.0883 -4.5135 -2.8331
H: 2.7823 -4.9699 -4.5294
H: -3.8660 -1.0730 -1.4893
H: 2.5790 -3.3931 0.4124
H: -2.9771 -1.0756 0.0587
H: -0.1869 2.4253 -4.8219
H: 4.4109 -1.4865 -1.0567
H: 6.9626 0.3328 1.4847
H: 1.1924 -7.3161 1.4106
H: 6.5053 0.0449 -1.3955
H: 2.8664 -0.6687 -2.1142
H: 2.3391 2.2069 -0.5945
H: 0.2035 -0.6941 -6.8679
H: 0.3990 -1.0984 5.9905
H: 6.8178 -1.2697 -0.2611
H: 2.9497 -5.5750 1.5014
H: 6.4997 1.6247 0.3705
H: 4.7795 2.4155 2.2480
H: -1.0329 -3.6105 2.1317
H: 1.2595 0.1911 -1.4367
H: -2.6574 1.0956 -4.2296
H: 2.1238 4.3624 -1.8036
H: 0.7894 4.4580 -3.8852
H: -2.2525 -1.2889 -3.5476
H: -1.2009 -0.0747 -8.8108
H: -0.9637 -6.8281 0.3032
H: -3.8932 3.7033 -2.5117
H: -4.6148 -0.4268 -0.0370
H: -0.8269 -2.7766 4.6222

The charge is +2. The LUMO energy (alpha / beta) is -5.31 / -5.95 eV. Its spin multiplicity is 3.


(7)
DFT (ωB97M-V/def2-TZVPD) results for 2 unconnected molecules or ions with the total composition C8H12NO.

CARTESIAN COORDINATES (ANGSTROEM)
O: -4.3929 0.1505 -0.5666
N: 0.8373 -1.2798 0.9032
C: -0.4324 -0.6593 0.4674
C: 1.4508 0.5697 -0.3740
C: -4.2850 -0.6363 0.2776
C: -0.6263 1.8844 0.1955
C: 1.9617 -0.8602 -0.0481
C: -0.0486 0.6100 -0.1941
C: -0.8609 1.3240 -1.2058
C: -1.7193 -0.9757 0.6664
H: 1.7610 0.8085 -1.4714
H: 0.9575 -0.8225 1.7890
H: -1.9898 0.9238 -1.3209
H: 2.9602 -0.8595 0.4941
H: 2.0060 -1.4861 -0.9145
H: 0.9996 -2.2612 1.0250
H: 1.8642 1.2547 0.3400
H: -0.1392 2.8508 0.1016
H: -0.6050 1.6914 -2.2017
H: -2.0734 -1.7006 1.4431
H: -4.8394 -1.1340 0.9577
H: -1.5327 1.9884 0.7407

The charge is +1. The LUMO energy (alpha / beta) is -3.85 / -4.57 eV. Its spin multiplicity is 1.